1.
DFT (ωB97M-V/def2-TZVPD) results for a structure of composition C11H23Br3FO8S2Tl at a distorted geometry.

```
49
Properties=species:S:1:pos:R:3:forces:R:3
Tl 1.187 1.707 -4.052 -0.43 -0.82 0.66
F 1.594 0.546 -1.535 0.29 0.37 -0.32
O -1.453 1.831 -2.838 1.30 0.31 -2.08
C -1.843 1.717 -1.726 -1.36 0.06 2.07
O -2.977 2.270 -1.325 0.21 -0.15 -0.05
C -3.390 1.822 0.004 1.17 -0.30 0.42
C -2.350 0.727 0.383 -0.89 -0.52 -0.43
C -1.189 0.943 -0.579 -0.11 -0.09 0.32
H -4.387 1.425 -0.119 -0.18 0.07 0.17
H -3.360 2.671 0.687 -0.15 0.09 -0.25
H -2.847 -0.233 0.174 0.36 0.10 -0.01
H -2.060 0.663 1.437 0.01 0.46 -0.08
H -0.728 0.040 -0.970 0.12 0.15 -0.01
H -0.405 1.619 -0.204 -0.08 -0.05 -0.12
O -0.572 1.310 3.475 -0.98 0.01 0.00
S 0.840 1.284 3.394 0.81 -1.20 -0.02
O 1.583 2.471 3.171 0.44 0.68 -0.39
O 1.380 0.552 4.666 -0.38 0.14 -0.18
C 2.820 0.558 4.964 -0.01 0.82 -1.35
C 2.955 0.912 6.397 -0.25 -0.14 1.28
C 1.284 0.089 2.120 -1.14 -0.47 -0.04
H 3.289 1.335 4.344 -0.15 -0.12 0.09
H 3.183 -0.392 4.576 0.11 -0.30 0.71
H 3.892 0.580 6.838 0.05 -0.06 -0.12
H 2.130 0.475 6.966 0.22 -0.29 -0.01
H 2.854 1.981 6.580 0.14 0.05 -0.34
H 0.651 -0.804 2.163 0.01 0.15 0.60
H 2.294 -0.233 2.345 0.38 0.25 -0.40
H 1.038 0.479 1.131 0.78 0.39 0.04
O 0.538 -3.315 -4.356 0.40 -0.27 -0.51
S -0.279 -2.280 -3.858 -1.10 -1.13 0.71
O 0.022 -0.914 -4.165 0.39 1.33 0.17
O -1.760 -2.561 -4.317 0.68 -0.35 0.25
C -2.736 -1.539 -4.059 -0.92 0.58 -0.23
C -4.110 -2.182 -4.047 -0.11 -0.93 -0.49
C -0.399 -2.576 -2.097 1.08 0.64 -0.46
H -2.631 -0.839 -4.892 -0.07 0.25 0.44
H -2.591 -1.044 -3.088 0.48 -0.06 -0.29
H -4.608 -2.091 -5.011 0.02 0.08 0.04
H -4.785 -1.822 -3.277 0.13 0.30 0.08
H -3.985 -3.259 -3.881 -0.05 0.18 0.08
H -0.494 -3.648 -1.982 -0.39 -0.05 0.07
H -1.150 -1.963 -1.618 -0.30 -0.19 0.00
H 0.590 -2.285 -1.731 -0.09 0.02 0.11
C 4.436 0.869 0.024 0.02 -0.58 -0.01
Br 5.541 2.242 0.703 0.02 0.02 -0.09
Br 4.674 -0.803 0.957 -0.10 0.34 -0.26
Br 4.925 0.531 -1.804 -0.18 0.17 0.17
H 3.388 1.135 0.028 -0.18 0.07 0.03
```
Positions in Å, forces in eV/Å.

The value obtained for the energy above the lowest of the compared OMol25 structures with the same formula, charge and spin is 0.0 kcal/mol. The value obtained for the gap between HOMO and LUMO is 0.0922 Eh. The highest occupied orbital energy comes out at -16.23 eV. The calculation puts the total energy at -9824.72054 Eh. The LUMO energy is -13.7 eV. As for the charge: +2.

---

2.
DFT (ωB97M-V/def2-TZVPD) results for a structure of composition C28H56IN3O.

```
89
Properties=species:S:1:pos:R:3:forces:R:3
C -1.628 -1.523 3.071 -0.26 0.16 0.25
C -2.922 -1.375 2.260 0.36 -0.20 -0.26
N -2.926 -0.174 1.405 -0.30 0.30 0.00
C -2.961 1.064 2.183 -0.06 -0.05 0.31
C -2.186 2.232 1.580 -0.08 0.03 0.16
C -0.756 1.979 1.049 -0.04 0.28 0.02
C -0.134 3.311 0.942 0.06 -0.20 -0.12
N 0.312 4.362 0.835 0.03 0.08 0.10
C -0.728 1.261 -0.334 0.15 0.10 -0.15
I -0.025 -0.763 -0.204 0.09 -0.06 -0.12
C 0.146 1.888 -1.322 -0.18 0.02 0.23
N 0.830 2.381 -2.099 0.02 0.07 -0.12
C -3.960 -0.256 0.426 0.30 -0.29 0.14
C -3.677 -1.154 -0.751 -0.38 -0.35 0.17
O -4.976 0.381 0.506 -0.17 0.52 -0.18
H -1.808 -1.294 4.123 0.06 -0.09 -0.02
H -1.244 -2.541 3.005 0.07 0.07 0.03
H -0.862 -0.830 2.721 -0.01 -0.16 -0.08
H -3.793 -1.359 2.929 0.01 0.01 -0.07
H -3.044 -2.240 1.603 -0.03 0.06 0.05
H -2.567 0.856 3.181 0.12 -0.07 -0.13
H -3.993 1.400 2.328 0.03 -0.07 0.03
H -2.091 2.969 2.382 -0.07 0.05 -0.10
H -2.773 2.721 0.795 0.10 -0.09 -0.06
H -0.151 1.410 1.761 -0.15 -0.03 0.03
H -1.735 1.255 -0.750 0.04 -0.25 0.05
H -4.622 -1.576 -1.093 0.07 0.04 -0.05
H -2.981 -1.957 -0.513 0.09 0.14 -0.12
H -3.275 -0.540 -1.561 0.10 -0.06 0.05
C -0.191 1.645 6.475 0.03 0.02 -0.04
C 0.609 0.670 5.617 -0.06 0.01 0.01
C 0.535 -0.776 6.103 0.01 -0.01 -0.07
C 1.105 -1.021 7.501 -0.02 0.03 0.02
C 2.565 -0.606 7.679 0.02 -0.05 -0.01
C 3.528 -1.363 6.770 0.01 0.05 0.02
H 0.181 1.679 7.500 -0.01 0.00 0.00
H -0.135 2.658 6.074 -0.01 0.00 0.01
H -1.245 1.358 6.512 0.00 -0.01 0.03
H 1.651 0.997 5.565 0.01 -0.01 -0.01
H 0.230 0.708 4.590 0.02 0.00 -0.01
H 1.051 -1.416 5.381 -0.01 -0.02 0.01
H -0.512 -1.097 6.093 0.00 -0.01 0.02
H 1.008 -2.086 7.732 0.01 0.00 0.00
H 0.494 -0.498 8.242 -0.01 0.00 -0.01
H 2.848 -0.776 8.720 0.01 0.02 0.00
H 2.672 0.469 7.509 -0.02 0.01 0.01
H 3.465 -2.439 6.947 -0.01 -0.01 -0.02
H 4.559 -1.056 6.952 0.00 -0.01 0.00
H 3.316 -1.183 5.715 0.00 -0.01 0.00
C 4.631 6.145 -7.195 0.01 -0.05 -0.02
C 3.598 5.048 -6.954 -0.01 0.05 -0.01
C 2.837 5.205 -5.638 -0.02 -0.02 0.00
C 3.706 5.143 -4.380 0.02 0.03 0.01
C 4.527 3.863 -4.230 -0.04 -0.02 0.01
C 3.669 2.605 -4.127 0.15 0.01 0.01
H 5.403 6.148 -6.424 0.00 0.01 0.00
H 5.129 6.011 -8.156 0.00 0.01 0.00
H 4.158 7.130 -7.199 0.01 0.01 0.03
H 4.089 4.072 -6.987 -0.01 -0.01 0.01
H 2.876 5.052 -7.775 0.01 -0.02 -0.01
H 2.062 4.435 -5.582 0.00 0.00 0.02
H 2.308 6.163 -5.647 0.00 0.00 -0.01
H 3.056 5.249 -3.507 0.00 -0.02 0.00
H 4.381 6.004 -4.359 -0.01 0.00 -0.01
H 5.140 3.952 -3.329 0.01 -0.01 -0.01
H 5.229 3.767 -5.064 0.00 0.02 0.00
H 2.987 2.669 -3.280 -0.01 -0.01 -0.07
H 4.296 1.721 -3.992 -0.02 -0.01 0.00
H 3.073 2.448 -5.027 -0.01 0.00 0.01
C -1.264 -4.561 -0.588 -0.07 0.04 0.03
C -2.240 -5.523 -1.258 0.04 -0.02 0.03
C -1.717 -6.094 -2.574 -0.02 0.00 -0.02
C -1.439 -5.048 -3.657 0.02 0.01 0.01
C -2.635 -4.170 -4.024 0.00 -0.02 -0.04
C -3.815 -4.953 -4.591 -0.01 0.05 0.03
H -1.062 -3.693 -1.219 0.01 0.00 0.00
H -1.666 -4.193 0.359 0.02 0.00 0.02
H -0.311 -5.052 -0.376 0.01 0.01 -0.02
H -3.194 -5.014 -1.424 -0.01 -0.01 -0.01
H -2.453 -6.350 -0.576 -0.01 0.01 0.00
H -2.433 -6.830 -2.949 0.00 0.01 -0.01
H -0.793 -6.647 -2.381 0.00 0.00 0.01
H -1.089 -5.565 -4.555 -0.01 0.01 -0.01
H -0.613 -4.405 -3.342 0.01 -0.01 0.00
H -2.308 -3.432 -4.761 -0.01 0.01 0.01
H -2.963 -3.599 -3.150 0.02 0.01 0.01
H -3.521 -5.504 -5.486 0.00 -0.02 0.01
H -4.632 -4.284 -4.865 0.00 -0.01 -0.01
H -4.209 -5.670 -3.869 0.00 -0.01 -0.01
```
Positions in Å, forces in eV/Å.

The value obtained for the gap between HOMO and LUMO is 0.3362 Eh. The highest occupied orbital energy comes out at -9.57 eV. The calculation puts the total energy at -1637.64349 Eh. The LUMO energy is -0.4 eV. As for the charge: 0.

---

3.
DFT (ωB97M-V/def2-TZVPD) results for an isolated molecule of C5H3F3O2 at a distorted geometry.

```
13
Properties=species:S:1:pos:R:3:forces:R:3
C -2.076 1.749 0.042 2.15 -4.62 0.09
C -2.151 0.146 0.145 -3.20 5.94 -0.42
C -1.109 -0.823 -0.183 0.26 1.57 0.66
C 0.275 -0.249 -0.285 -0.86 1.82 0.89
C -3.674 -0.109 0.076 1.33 -0.75 -0.98
O -1.686 2.825 0.015 -1.17 -0.98 0.15
O -1.445 -1.961 -0.239 0.09 -1.89 -0.40
F -4.239 0.090 -1.144 0.50 -0.02 -0.55
F -3.972 -1.337 0.418 -0.10 -1.08 0.37
F -4.357 0.696 0.852 -0.47 1.45 1.44
H 1.021 -0.746 0.361 -0.53 0.35 -0.21
H 0.039 0.862 0.011 1.65 -1.98 -0.62
H 0.571 -0.337 -1.316 0.35 0.21 -0.42
```
Positions in Å, forces in eV/Å.

The value obtained for the energy above the lowest of the compared OMol25 structures with the same formula, charge and spin is 35.7 kcal/mol. The value obtained for the gap between HOMO and LUMO is 0.3263 Eh. Its structure (SMILES) is CC(=O)C(=C=O)C(F)(F)F. The highest occupied orbital energy comes out at -9.84 eV. The calculation puts the total energy at -642.32733 Eh. The LUMO energy is -1.0 eV. As for the charge: 0.

---

4.
DFT (ωB97M-V/def2-TZVPD) results for a structure of composition C39H34NOReS4 at a distorted geometry.

```
80
Properties=species:S:1:pos:R:3:forces:R:3
Re 0.385 -0.657 1.536 -0.92 0.69 -0.41
S -0.141 -1.461 3.790 0.32 -0.26 -0.23
C 1.320 -1.510 4.750 -0.24 -0.05 0.16
C 1.260 -1.753 6.124 -0.04 -0.02 0.08
C 2.418 -1.756 6.883 -0.05 0.00 -0.02
C 3.660 -1.512 6.300 -0.05 -0.02 0.00
C 3.730 -1.274 4.941 -0.05 -0.04 -0.07
C 2.559 -1.298 4.183 0.32 0.12 0.10
S 2.643 -0.941 2.468 -0.30 -0.11 -0.14
C 2.983 -2.601 1.775 0.06 0.00 -0.14
C 1.801 -3.363 1.244 0.03 0.11 0.01
C 1.882 -4.731 1.026 0.07 -0.02 0.03
C 0.817 -5.381 0.439 -0.06 -0.06 -0.02
C -0.312 -4.655 0.073 0.00 -0.13 -0.06
C -0.346 -3.304 0.326 -0.07 0.15 0.06
C -1.544 -2.456 -0.057 0.08 -0.01 0.01
S -1.887 -1.382 1.380 0.18 -0.11 0.18
C -2.761 0.088 0.930 -0.07 0.05 0.05
C -4.015 0.026 0.340 0.00 0.02 -0.02
C -4.732 1.196 0.151 0.02 0.01 0.02
C -4.206 2.398 0.611 0.09 0.02 -0.02
C -2.964 2.441 1.228 -0.09 0.03 -0.01
C -2.195 1.286 1.378 -0.02 0.00 0.21
S -0.566 1.433 2.087 0.11 0.14 -0.23
N 0.702 -2.676 0.916 -0.04 -0.20 -0.05
H 0.297 -1.924 6.589 0.03 0.01 0.02
H 2.351 -1.936 7.948 0.00 0.00 -0.03
H 4.558 -1.496 6.903 -0.02 -0.01 -0.01
H 4.681 -1.065 4.464 -0.04 0.01 0.00
H 3.505 -3.170 2.542 0.04 0.00 -0.01
H 3.676 -2.429 0.946 -0.01 -0.02 0.00
H 2.774 -5.269 1.318 -0.02 0.01 -0.02
H 0.854 -6.449 0.270 0.01 0.03 -0.02
H -1.153 -5.135 -0.408 0.01 -0.01 0.07
H -2.405 -3.084 -0.271 -0.02 -0.03 0.00
H -1.333 -1.797 -0.899 0.02 -0.09 -0.05
H -4.428 -0.927 0.026 0.01 0.03 0.04
H -5.705 1.165 -0.322 0.04 0.01 -0.01
H -4.765 3.316 0.476 0.00 -0.03 0.05
H -2.567 3.380 1.596 -0.02 -0.03 -0.05
C -4.397 4.396 -4.240 0.04 -0.05 0.02
C -3.386 3.609 -3.452 -0.04 0.02 -0.06
C -2.531 4.239 -2.556 -0.01 0.04 0.03
C -1.581 3.530 -1.838 0.11 0.16 0.06
C -0.640 4.283 -0.922 -0.08 -0.06 -0.02
C -1.529 2.134 -1.989 0.23 -0.21 0.03
C -0.601 1.408 -1.131 0.11 0.34 -0.15
O -0.686 0.220 -0.861 0.05 -0.62 0.28
C -2.369 1.473 -2.908 -0.09 -0.11 -0.02
C -2.309 -0.015 -3.156 -0.01 0.10 0.05
C -3.272 2.231 -3.632 -0.03 -0.02 0.01
H -4.421 5.440 -3.931 0.00 -0.02 0.00
H -5.397 3.976 -4.118 0.01 0.01 0.00
H -4.160 4.363 -5.306 0.00 0.00 0.02
H -2.605 5.313 -2.418 0.02 -0.02 -0.02
H -0.911 5.336 -0.893 -0.01 -0.01 -0.01
H 0.391 4.218 -1.277 -0.01 0.00 0.00
H -0.656 3.901 0.101 -0.01 0.01 -0.03
H 0.216 1.986 -0.672 -0.13 -0.01 0.04
H -1.285 -0.387 -3.180 0.00 0.02 -0.02
H -2.790 -0.251 -4.105 -0.01 0.01 0.02
H -2.833 -0.558 -2.365 0.01 0.03 -0.01
H -3.912 1.737 -4.356 0.02 0.03 0.02
C 3.354 -1.554 -3.479 -0.12 -0.09 0.01
C 2.176 -2.073 -2.894 0.10 0.03 -0.04
C 1.679 -1.535 -1.742 -0.03 0.01 0.08
C 2.308 -0.443 -1.084 -0.09 -0.02 0.06
C 1.814 0.155 0.134 0.73 0.10 0.47
C 2.436 1.314 0.563 0.00 0.09 -0.28
C 3.548 1.887 -0.096 -0.12 0.03 0.08
C 4.073 1.273 -1.189 -0.01 -0.10 -0.11
C 3.454 0.109 -1.717 0.05 0.11 -0.01
C 3.964 -0.481 -2.904 0.01 0.05 0.05
H 3.747 -1.988 -4.389 -0.02 0.00 0.02
H 1.653 -2.892 -3.374 0.02 0.00 0.00
H 0.753 -1.921 -1.346 0.09 0.06 -0.06
H 2.085 1.805 1.462 0.05 -0.02 0.04
H 3.993 2.794 0.299 -0.03 -0.05 -0.01
H 4.953 1.669 -1.683 -0.05 -0.02 0.00
H 4.845 -0.042 -3.357 -0.02 -0.01 0.02
```
Positions in Å, forces in eV/Å.

The value obtained for the gap between HOMO and LUMO (spin up / spin down) is 0.2323 / 0.2252 Eh. The highest occupied orbital energy (spin up / spin down) comes out at -10.03 / -9.96 eV. The calculation puts the total energy at -3307.42599 Eh. The LUMO energy (spin up / spin down) is -3.7 / -3.8 eV. Its expectation value of S² is 0.76. As for the multiplicity: 2. As for the charge: +1.